Record 1
Here is the molecule C2H6N4S from OMol25. Energies are from wB97M-V/def2-TZVPD.

Geometry as XYZ:
```
13
Properties=species:S:1:pos:R:3:lowdin_charge:R:1
C 1.19 -0.29 -0.10 -0.6280
C -0.82 1.25 0.10 -0.3449
H 1.11 -1.84 1.18 0.1027
H -0.10 -0.70 1.47 0.0654
H 2.21 -0.18 -1.68 0.0604
H 1.06 1.62 -0.68 0.1330
H -0.92 2.29 0.47 0.1265
H -3.31 -1.04 -0.37 -0.1412
N 0.83 -0.87 1.08 0.1129
N 2.18 -0.68 -0.77 0.1066
N 0.44 0.86 -0.41 0.0561
N -1.90 0.58 0.18 -0.3694
S -1.97 -0.99 -0.47 0.7200
```

Properties
- SMILES = [H]/N=C(/N)N/C=N\S
- LUMO energy (hartree) = 0.0254
- E (eV) = -18966.3038
- orbital gap (eV) = 9.5

=====

Record 2
Here is a structure of composition C3H3InLiO3 from OMol25. Energies are from wB97M-V/def2-TZVPD.

Geometry as XYZ:
```
11
Properties=species:S:1:pos:R:3:lowdin_charge:R:1
C 0.00 -0.91 0.13 0.0577
C 1.05 -0.81 1.17 -0.1029
O 0.84 0.36 0.38 -0.4435
C -1.57 1.18 -1.41 -0.3688
O -1.02 2.04 -1.97 0.2227
O -2.34 0.66 -0.69 0.1403
Li -2.05 -0.70 0.77 0.8423
H 0.41 -1.39 -0.77 0.1422
H 2.04 -1.26 1.03 0.1508
H 0.84 -0.60 2.22 0.1499
In 1.81 1.42 -0.86 1.2095
```

Properties
- total charge = +2
- multiplicity = 2
- LUMO energy (alpha / beta) (hartree) = -0.3041 / -0.4709
- E (eV) = -14659.4945
- orbital gap (alpha / beta) (eV) = 9.9 / 5.1

=====

Record 3
Here is a structure of composition C5H8 from OMol25. Energies are from wB97M-V/def2-TZVPD.

Geometry as XYZ:
```
13
Properties=species:S:1:pos:R:3:lowdin_charge:R:1
C 1.40 -0.54 -0.18 -0.1363
C 0.68 0.57 0.56 -0.2856
C -0.59 1.02 -0.13 -0.1957
C -1.15 -0.39 -0.30 -0.0920
C 0.33 -0.87 0.80 -0.0935
H 1.24 -0.68 -1.25 0.1007
H 2.43 -0.72 0.14 0.1004
H 1.23 1.21 1.25 0.1233
H -0.48 1.58 -1.06 0.1009
H -1.21 1.59 0.56 0.1084
H -2.18 -0.53 0.09 0.1011
H -1.06 -0.88 -1.26 0.0925
H -0.65 -1.37 0.78 0.0758
```

Properties
- LUMO energy (hartree) = 0.0446
- E (eV) = -5309.7179
- orbital gap (eV) = 9.3

=====

Record 4
Here is a cluster of 6 separate species, C43H54F40NO9 in total from OMol25. Energies are from wB97M-V/def2-TZVPD.

Geometry as XYZ:
```
147
Properties=species:S:1:pos:R:3:lowdin_charge:R:1
C 8.11 -1.30 -2.23 -0.1203
O 8.27 -1.02 -3.60 -0.1958
C 7.24 -1.64 -4.39 -0.2220
C 7.27 -0.94 -5.77 -0.1464
C 6.12 0.07 -6.01 -0.1656
C 5.71 0.89 -4.76 -0.1302
C 4.24 0.71 -4.27 -0.3665
C 3.68 -0.72 -4.42 -0.0958
C 2.25 -0.88 -3.83 -0.1535
O 2.36 -1.43 -2.49 -0.0613
C 1.07 -1.63 -2.06 -0.5315
C 0.40 -2.95 -2.46 0.0278
O 0.49 -0.83 -1.39 0.1387
C 4.22 1.15 -2.77 -0.0665
C 4.44 2.68 -2.54 -0.4190
C 3.79 3.01 -1.15 -0.0267
C 5.97 3.04 -2.36 -0.0145
N 3.93 3.55 -3.63 -0.1109
O 3.61 4.70 -3.14 -0.0159
C 2.84 2.94 -4.41 -0.4360
C 2.50 3.97 -5.56 -0.0084
C 1.52 2.78 -3.61 -0.0119
C 3.32 1.66 -5.12 -0.0639
H 8.61 -2.23 -1.92 0.0904
H 8.57 -0.48 -1.67 0.0902
H 7.06 -1.36 -1.90 0.0726
H 6.30 -1.46 -3.85 0.0853
H 7.41 -2.72 -4.47 0.1256
H 7.26 -1.70 -6.56 0.1071
H 8.23 -0.42 -5.84 0.1155
H 6.49 0.78 -6.76 0.1084
H 5.29 -0.46 -6.50 0.0978
H 5.82 1.95 -5.01 0.1110
H 6.37 0.73 -3.90 0.1012
H 4.28 -1.51 -3.95 0.1205
H 3.58 -1.01 -5.48 0.1164
H 1.74 -1.64 -4.45 0.1306
H 1.66 0.04 -3.87 0.1123
H 0.07 -3.51 -1.59 0.0950
H -0.42 -2.70 -3.14 0.0695
H 1.11 -3.54 -3.05 0.0867
H 5.03 0.62 -2.25 0.1203
H 3.30 0.87 -2.25 0.1025
H 2.72 3.23 -1.23 0.0735
H 3.98 2.18 -0.47 0.0674
H 4.26 3.91 -0.72 0.0771
H 6.57 2.16 -2.10 0.0770
H 6.13 3.79 -1.59 0.0754
H 6.33 3.39 -3.34 0.0815
H 1.47 4.32 -5.43 0.0606
H 2.56 3.49 -6.54 0.0796
H 3.16 4.84 -5.55 0.0850
H 1.13 3.72 -3.24 0.0481
H 0.82 2.25 -4.27 0.1019
H 1.64 2.13 -2.72 0.0747
H 3.94 2.00 -5.96 0.1180
H 2.45 1.15 -5.55 0.1262
C 3.17 -0.03 2.49 -0.0285
C 4.25 -0.60 1.54 -0.4320
C 3.81 -1.67 0.54 -0.2982
F 3.37 -2.79 1.15 0.1014
F 4.87 -2.04 -0.22 0.0899
F 5.30 -1.02 2.27 0.1346
F 4.69 0.45 0.79 0.0936
O 3.11 -0.53 3.83 0.0430
C 2.38 -1.67 4.13 -0.5289
C 3.26 -2.81 4.66 -0.2868
F 4.20 -3.15 3.76 0.1085
F 2.50 -3.90 4.90 0.1000
F 1.62 -2.04 3.09 0.1549
F 1.52 -1.33 5.11 0.1332
H 3.45 1.01 2.63 0.1487
H 2.19 0.00 2.03 0.1471
H 3.03 -1.31 -0.12 0.1497
H 3.76 -2.50 5.58 0.1769
C -1.28 -1.58 6.47 -0.0421
C -2.48 -2.23 5.76 -0.4364
C -3.52 -1.31 5.11 -0.3046
F -4.14 -0.51 5.99 0.0974
F -4.49 -2.07 4.53 0.0906
F -3.09 -3.09 6.62 0.1262
F -1.97 -3.00 4.76 0.1091
O -1.32 -1.44 7.89 0.0434
C -1.93 -0.34 8.49 -0.5353
C -3.13 -0.75 9.33 -0.2833
F -4.06 -1.38 8.59 0.0880
F -3.72 0.34 9.87 0.1053
F -2.23 0.60 7.58 0.1533
F -1.01 0.20 9.31 0.1504
H -0.45 -2.27 6.31 0.1352
H -0.97 -0.65 5.98 0.1396
H -3.06 -0.70 4.33 0.1736
H -2.83 -1.42 10.14 0.1783
C -5.19 -4.78 -4.03 -0.0356
C -6.25 -4.72 -5.15 -0.4430
C -5.77 -4.93 -6.59 -0.3078
F -4.90 -3.99 -6.99 0.0984
F -6.84 -4.86 -7.43 0.0967
F -6.93 -3.56 -5.05 0.1344
F -7.13 -5.72 -4.89 0.1067
O -4.67 -3.56 -3.51 0.0427
C -3.60 -2.92 -4.11 -0.5296
C -3.97 -1.54 -4.66 -0.2854
F -4.95 -1.62 -5.57 0.1081
F -2.89 -0.99 -5.26 0.0974
F -3.03 -3.71 -5.03 0.1496
F -2.67 -2.74 -3.14 0.1319
H -5.72 -5.21 -3.18 0.1480
H -4.39 -5.49 -4.26 0.1440
H -5.31 -5.92 -6.71 0.1726
H -4.30 -0.89 -3.85 0.1777
C 0.09 7.16 -1.06 -0.0342
C -0.40 6.13 -2.10 -0.4282
C 0.14 6.27 -3.53 -0.3012
F -0.22 7.44 -4.10 0.1031
F -0.35 5.29 -4.33 0.0760
F -1.75 6.10 -2.10 0.1330
F 0.02 4.91 -1.64 0.0937
O -0.77 8.27 -0.75 0.0391
C -0.74 9.44 -1.50 -0.5372
C -2.08 9.70 -2.19 -0.2891
F -2.42 8.69 -3.01 0.1033
F -2.00 10.82 -2.93 0.1006
F 0.29 9.44 -2.35 0.1540
F -0.52 10.44 -0.63 0.1475
H 0.13 6.61 -0.12 0.1468
H 1.11 7.49 -1.25 0.1470
H 1.24 6.20 -3.55 0.1645
H -2.87 9.82 -1.45 0.1753
C -8.25 -2.43 8.32 -0.0336
C -7.54 -2.51 9.69 -0.4395
C -6.52 -3.64 9.89 -0.3045
F -7.08 -4.86 9.80 0.0997
F -5.98 -3.55 11.13 0.0906
F -8.47 -2.53 10.67 0.1318
F -6.86 -1.34 9.83 0.1028
O -9.57 -2.98 8.21 0.0393
C -9.77 -4.32 7.91 -0.5376
C -10.50 -5.05 9.05 -0.2891
F -9.80 -4.98 10.20 0.1037
F -10.64 -6.35 8.73 0.0992
F -8.63 -4.92 7.56 0.1526
F -10.57 -4.36 6.83 0.1464
H -8.41 -1.37 8.15 0.1477
H -7.61 -2.76 7.51 0.1451
H -5.71 -3.57 9.16 0.1650
H -11.48 -4.61 9.22 0.1752
```

Properties
- multiplicity = 2
- LUMO energy (alpha / beta) (hartree) = 0.0053 / -0.0075
- E (eV) = -174080.8751
- orbital gap (alpha / beta) (eV) = 9.1 / 9.6

=====

Record 5
Here is a cluster of 2 separate species, C4H9O2 in total from OMol25. Energies are from wB97M-V/def2-TZVPD.

Geometry as XYZ:
```
15
Properties=species:S:1:pos:R:3:lowdin_charge:R:1
C 0.35 -2.18 0.87 -0.1782
C 0.63 -1.30 2.08 -0.1837
H -0.72 -2.27 0.73 0.0624
H 0.81 -1.92 -0.09 0.0593
H 0.83 -3.14 1.07 0.0439
H 0.71 -0.27 1.77 0.0555
H -0.12 -1.49 2.86 0.0539
H 1.47 -1.60 2.74 0.0494
C -0.61 2.73 -1.92 -0.0642
C -0.41 1.16 -1.68 -0.7716
O 0.63 0.83 -1.04 -0.1273
O -1.48 0.50 -1.71 -0.1274
H -1.15 3.06 -1.05 0.0399
H -1.29 2.67 -2.76 0.0420
H 0.36 3.24 -1.89 0.0460
```

Properties
- total charge = -1
- LUMO energy (hartree) = 0.1525
- E (eV) = -8389.5642
- orbital gap (eV) = 7.9

=====

Record 6
Here is the molecule C5H7NO2 from OMol25. Energies are from wB97M-V/def2-TZVPD.

Geometry as XYZ:
```
15
Properties=species:S:1:pos:R:3:lowdin_charge:R:1
C -0.55 -0.15 -0.63 -0.2079
C -0.64 -1.54 -1.20 -0.0126
C 0.64 -1.17 -0.55 -0.2370
C 0.84 0.46 1.04 -0.1704
C 0.24 1.08 -0.13 -0.2924
H -1.95 0.89 0.64 0.1354
H -0.52 -1.65 -2.38 0.1451
H -1.47 -2.24 -0.95 0.1275
H 1.24 -0.74 -1.31 0.1340
H 1.53 -1.55 1.45 0.1461
H 0.00 0.42 1.90 0.1722
H 1.86 0.88 1.53 0.1715
N 0.88 -1.00 0.84 -0.0423
O -1.47 0.01 0.63 -0.0959
O 0.22 2.36 -0.37 0.0267
```

Properties
- SMILES = O=C1CN[C@H]2C[C@]12O
- LUMO energy (hartree) = 0.0255
- E (eV) = -10876.7148
- orbital gap (eV) = 9.3